Molecular formula: C55H160N12O19
Method: DFT, the ωB97M-V functional and the def2-TZVPD basis

```
246
Properties=species:S:1:pos:R:3:mulliken_charge:R:1
C 7.700 0.570 -2.322 -1.113
C 7.459 1.910 -3.056 0.461
C 6.026 2.497 -2.901 -0.757
O 5.115 1.585 -3.477 -0.282
C 3.751 1.962 -3.340 -0.408
N 8.454 2.808 -2.558 -0.756
H 7.389 0.664 -1.281 0.168
H 8.758 0.310 -2.322 0.479
H 7.141 -0.257 -2.761 0.023
H 7.676 1.698 -4.102 0.246
H 5.998 3.433 -3.460 0.325
H 5.653 2.682 -1.894 0.362
H 3.124 1.265 -3.897 0.103
H 3.554 2.926 -3.808 0.457
H 3.509 2.082 -2.284 0.065
H 9.270 2.250 -2.352 0.309
H 8.163 3.226 -1.687 0.253
C -3.742 2.289 -4.934 -1.473
C -3.547 0.849 -4.394 2.650
C -4.853 0.213 -3.934 -1.119
O -5.633 1.023 -3.030 -0.246
C -6.743 0.402 -2.413 -0.896
N -2.883 0.148 -5.437 -0.724
H -4.106 2.283 -5.961 0.474
H -2.801 2.840 -4.955 -0.169
H -4.464 2.826 -4.319 0.436
H -2.856 0.979 -3.562 -1.044
H -4.660 -0.781 -3.530 0.275
H -5.588 0.056 -4.723 0.350
H -7.255 1.167 -1.829 0.293
H -6.517 -0.418 -1.731 0.194
H -7.432 0.057 -3.185 0.445
H -2.181 -0.483 -5.078 0.613
H -2.333 0.785 -5.997 0.193
C -0.266 -4.966 4.212 -0.810
C -0.638 -5.805 5.393 0.284
C -1.305 -5.053 6.558 0.003
O -1.520 -5.904 7.689 -0.401
C -2.324 -5.394 8.732 -0.766
N -1.499 -6.866 4.896 -0.748
H 0.186 -5.542 3.404 0.328
H 0.435 -4.158 4.424 0.211
H -1.163 -4.485 3.824 -0.033
H 0.232 -6.324 5.795 0.386
H -2.247 -4.619 6.223 -0.099
H -0.698 -4.222 6.917 0.236
H -2.086 -4.457 9.237 0.283
H -2.209 -6.078 9.573 0.295
H -3.380 -5.367 8.467 0.311
H -2.302 -6.400 4.498 0.211
H -1.857 -7.496 5.600 0.303
C 1.480 2.472 4.436 0.358
C 2.498 1.742 5.355 0.051
C 2.214 0.185 5.528 -0.013
O 0.928 0.040 6.073 -0.378
C 0.455 -1.231 6.377 -0.665
N 3.836 1.907 4.759 -0.683
H 1.785 3.457 4.081 0.409
H 0.471 2.511 4.846 -0.489
H 1.374 1.899 3.516 -0.601
H 2.484 2.186 6.350 0.550
H 2.995 -0.254 6.150 0.385
H 2.227 -0.299 4.552 -0.167
H 1.278 -1.819 6.783 0.559
H 0.208 -1.551 5.365 0.002
H -0.341 -1.067 7.104 0.222
H 4.109 2.873 4.875 0.246
H 4.490 1.273 5.195 0.211
C -7.735 -0.105 0.839 -1.520
C -6.724 -1.177 1.082 1.071
C -5.737 -0.713 2.212 -0.708
O -4.957 0.223 1.685 -0.370
C -3.692 0.323 2.287 0.189
N -7.470 -2.368 1.438 -0.778
H -7.328 0.837 0.471 0.048
H -8.248 0.054 1.787 0.433
H -8.463 -0.355 0.067 0.522
H -6.133 -1.421 0.200 0.047
H -5.172 -1.544 2.635 -0.012
H -6.209 -0.393 3.141 0.370
H -3.205 1.258 2.007 -0.291
H -3.057 -0.518 2.009 0.012
H -3.734 0.282 3.375 0.339
H -8.218 -2.447 0.765 0.290
H -6.893 -3.182 1.278 0.303
C 7.786 -3.123 -0.903 -1.673
C 6.385 -3.403 -0.312 1.326
C 5.208 -3.625 -1.281 -0.668
O 4.952 -2.618 -2.292 -0.734
C 4.476 -1.373 -1.727 0.282
N 6.555 -4.549 0.594 -0.809
H 7.747 -2.365 -1.685 0.246
H 8.342 -3.981 -1.283 0.387
H 8.479 -2.693 -0.181 0.456
H 6.130 -2.513 0.263 -0.126
H 4.263 -3.791 -0.764 0.104
H 5.393 -4.588 -1.758 0.477
H 5.256 -1.017 -1.054 0.305
H 3.490 -1.557 -1.302 0.049
H 4.429 -0.612 -2.506 -0.293
H 5.654 -4.513 1.050 0.242
H 7.205 -4.274 1.317 0.343
C 2.787 -2.322 -5.029 -0.790
C 2.050 -3.485 -4.346 2.315
C 1.258 -4.281 -5.350 -1.219
O 0.285 -3.425 -5.912 -0.147
C -0.288 -3.996 -7.084 -1.109
N 2.946 -4.283 -3.558 -0.647
H 2.040 -1.594 -5.344 -0.205
H 3.263 -2.618 -5.964 0.468
H 3.507 -1.808 -4.393 0.152
H 1.396 -3.007 -3.617 -1.272
H 0.738 -5.163 -4.974 0.427
H 1.916 -4.631 -6.145 0.543
H -0.593 -5.036 -6.964 0.329
H 0.556 -3.926 -7.770 0.362
H -1.055 -3.322 -7.465 0.255
H 3.659 -3.718 -3.119 0.332
H 3.495 -4.791 -4.237 0.354
C 2.630 5.580 -1.649 -1.594
C 2.178 4.332 -0.907 0.891
C 1.327 4.598 0.339 -0.599
O 2.050 5.369 1.337 -0.492
C 1.198 5.903 2.279 -0.625
N 1.396 3.471 -1.817 0.774
H 3.248 6.245 -1.046 0.423
H 1.715 6.146 -1.826 0.217
H 3.246 5.360 -2.522 0.340
H 3.017 3.749 -0.529 0.218
H 1.006 3.640 0.748 0.279
H 0.423 5.134 0.048 0.355
H 0.252 5.364 2.329 0.191
H 1.110 6.977 2.118 0.370
H 1.710 5.828 3.238 0.277
H 0.577 3.998 -2.083 -0.121
H 1.039 2.742 -1.216 -0.516
C -5.683 3.507 -0.240 -1.518
C -4.202 3.502 -0.639 0.302
C -3.255 4.176 0.335 0.170
O -3.599 5.503 0.485 -0.459
C -2.738 6.099 1.456 -0.601
N -3.798 2.118 -0.911 0.718
H -6.013 4.524 -0.027 0.455
H -5.814 2.947 0.685 0.189
H -6.254 3.019 -1.030 0.342
H -4.074 3.976 -1.612 0.239
H -2.255 3.990 -0.057 -0.190
H -3.377 3.694 1.305 0.341
H -1.693 6.200 1.162 0.157
H -2.708 5.549 2.396 0.162
H -3.175 7.058 1.736 0.446
H -4.456 1.834 -1.623 -0.430
H -4.145 1.589 -0.124 -0.501
C -2.982 0.948 7.291 -1.430
C -2.783 1.854 6.062 0.423
C -2.259 3.301 6.284 -1.086
O -2.067 4.075 5.095 -0.116
C -1.232 5.210 5.247 -0.632
N -1.910 1.057 5.193 0.030
H -3.349 -0.030 6.978 0.153
H -3.807 1.407 7.836 0.511
H -2.076 0.911 7.896 0.312
H -3.743 2.018 5.573 0.348
H -1.288 3.201 6.769 0.394
H -2.798 3.885 7.031 0.488
H -1.190 5.741 4.296 0.084
H -0.271 4.847 5.611 0.250
H -1.516 5.845 6.086 0.392
H -1.137 0.856 5.811 -0.264
H -1.555 1.794 4.601 -0.112
C 0.416 2.563 -5.511 -0.488
C 0.376 2.230 -7.029 0.092
C 1.187 0.905 -7.206 -0.487
O 1.257 0.343 -8.542 -0.484
C 2.079 -0.793 -8.631 -0.405
N -1.034 2.034 -7.272 -0.509
H 1.406 2.752 -5.096 0.205
H -0.089 1.863 -4.845 -0.114
H -0.088 3.517 -5.358 0.224
H 0.730 2.987 -7.729 0.573
H 0.650 0.184 -6.590 -0.169
H 2.213 0.989 -6.847 0.442
H 1.711 -1.571 -7.962 -0.073
H 3.143 -0.603 -8.488 0.308
H 2.013 -1.103 -9.674 0.323
H -1.485 2.914 -7.475 0.238
H -1.087 1.578 -8.171 0.204
C 0.668 -0.343 -1.577 -1.161
C -0.525 0.258 -0.831 1.548
C -0.387 0.092 0.717 -1.516
O -0.275 -1.256 1.116 0.573
C 0.075 -1.239 2.494 1.047
N -0.777 1.646 -1.206 1.949
H 0.884 -1.388 -1.360 -0.228
H 1.587 0.205 -1.370 0.277
H 0.611 -0.271 -2.663 0.368
H -1.351 -0.357 -1.189 0.482
H -1.151 0.588 1.316 -0.251
H 0.528 0.589 1.039 -0.039
H 1.136 -1.067 2.677 0.137
H -0.183 -2.191 2.958 -0.646
H -0.449 -0.484 3.079 -0.332
H -0.675 1.811 -2.197 -0.181
H -1.751 1.811 -0.994 -1.233
C 0.774 -4.539 -0.561 0.206
O 1.550 -5.354 -1.353 -0.679
H 1.353 -3.645 -0.330 -0.284
H -0.177 -4.283 -1.029 0.228
H 0.466 -5.004 0.376 0.219
H 1.687 -4.937 -2.207 0.204
C -1.667 -2.364 -3.648 -0.150
O -0.957 -1.583 -4.582 0.160
H -1.941 -3.319 -4.098 0.299
H -0.969 -2.713 -2.888 -0.145
H -2.394 -1.795 -3.069 0.027
H -0.225 -2.137 -4.864 -0.202
C 3.309 -3.432 2.298 0.477
O 3.968 -4.560 2.782 -0.642
H 3.943 -2.810 1.667 -0.056
H 2.430 -3.730 1.727 -0.163
H 2.893 -2.812 3.092 -0.036
H 3.751 -5.270 2.173 0.392
C -3.691 -2.255 5.161 -1.146
O -2.407 -1.802 4.736 0.587
H -3.762 -2.700 6.154 0.379
H -4.531 -1.577 5.011 0.403
H -3.950 -3.089 4.510 0.464
H -2.392 -0.850 4.865 -0.386
C -1.906 4.886 -3.314 -0.368
O -0.558 5.253 -3.035 -0.503
H -2.150 3.920 -2.870 -0.300
H -2.555 5.680 -2.944 0.517
H -2.050 4.763 -4.387 0.395
H -0.485 6.194 -2.863 0.267
C -2.606 -3.283 0.703 -0.040
O -2.992 -4.515 0.165 -0.583
H -1.640 -3.375 1.200 -0.062
H -2.760 -2.439 0.031 0.012
H -3.265 -3.116 1.555 0.269
H -2.579 -5.124 0.782 0.396
C 4.173 0.709 1.518 0.137
O 3.783 0.080 2.698 -0.360
H 5.173 1.131 1.618 0.467
H 4.203 -0.079 0.765 -0.441
H 3.441 1.478 1.270 0.028
H 3.705 0.780 3.349 0.203
```

Results
Total energy in eV: -116394.2267
LUMO (alpha / beta) in eV: -1.6331 / -7.3842
Spin multiplicity: 2
Charge: +1
F_max in eV/Å: 3.85
E_HOMO (alpha / beta) in eV: -10.52 / -10.49